1.
Entry from the OMol25 dataset: the molecule C25H35NO3 (the ωB97M-V functional and the def2-TZVPD basis).

The charge is 0. The calculated total energy is -1254.08777 Eh. The calculation puts the HOMO-LUMO gap at 0.331 Ha. Its structure (SMILES) is CCCCCOc1ccc([C@](C)(O)[C@H](CN2CCOCC2)c2ccccc2)cc1.

XYZ file:
```
64
Properties=species:S:1:pos:R:3:forces:R:3
H -1.11170 -3.86208 0.52938 -0.05 -0.01 0.04
O 1.31103 -0.70657 -2.57965 0.07 0.09 -0.19
C 1.17481 -1.03167 -1.21240 0.02 -0.31 0.58
C 1.70054 2.43029 1.34247 -0.01 -0.23 -0.07
H 2.29921 5.32785 2.67463 0.01 -0.02 -0.12
H 3.24212 -1.57531 -1.04935 0.10 0.06 0.02
H 0.98770 -4.72053 -2.94745 -0.01 0.00 -0.03
H 1.86630 3.52673 -0.50698 0.00 0.11 0.01
H -1.36666 4.82121 4.20961 0.04 -0.02 0.05
C -0.19287 -5.80806 0.46645 -0.25 0.26 0.16
H 0.77130 6.25682 0.80012 0.02 -0.04 -0.09
H 0.14745 6.38237 3.18754 -0.02 0.10 -0.01
C -0.79159 4.45885 3.35359 -0.12 0.12 -0.05
H -2.02838 2.69795 3.22270 -0.08 -0.12 0.00
H -1.83461 -4.97188 -0.66233 0.03 0.06 0.04
H 1.59331 1.59026 -1.91897 0.00 -0.01 -0.06
H -1.24383 6.16344 2.12608 -0.03 0.07 0.05
C 1.35219 0.06040 1.06818 0.06 0.09 -0.09
C -1.28045 -0.55848 -1.15547 -0.06 -0.08 0.10
C 0.57930 5.34020 1.36270 0.12 -0.09 0.33
C -0.88397 -4.62705 -0.21438 0.18 -0.25 0.16
H -1.06894 2.99334 1.77912 0.00 -0.09 -0.13
H 2.66909 4.87450 0.99975 -0.01 -0.03 0.12
O 1.87475 3.43202 2.24712 -0.03 -0.35 0.11
C -1.74072 -0.23082 -2.42775 0.01 -0.05 0.05
H -0.27113 -1.94196 0.10056 -0.03 0.02 0.02
H -0.61042 -5.47798 -2.70051 0.06 0.03 -0.02
C -2.64953 0.79803 -2.61006 -0.06 0.12 -0.09
H -2.99242 1.03764 -3.60628 -0.04 0.02 -0.07
H -1.40564 -0.79147 -3.28852 0.03 -0.11 -0.09
C 0.30366 -5.11766 -2.19442 0.16 -0.26 0.19
H 1.16496 -7.11055 -2.16502 0.05 0.08 0.02
H -1.42944 -0.07744 0.92516 0.05 -0.03 0.09
C -1.64729 3.47534 2.56385 0.19 0.08 0.17
C 1.36011 0.18831 -0.31893 0.17 0.07 -0.24
H -0.85331 -6.27515 1.19916 0.05 0.08 0.00
C 1.93174 4.77243 1.80666 -0.07 0.44 -0.35
H 2.19501 -2.42401 0.10176 0.00 -0.09 0.11
C -3.11936 1.51351 -1.52366 -0.05 0.06 -0.06
H -3.05124 1.73035 0.60436 -0.03 0.06 0.09
H -2.49418 3.98679 2.10884 -0.12 0.01 -0.09
H 1.91923 -5.94500 -1.03449 -0.04 -0.03 -0.06
C 1.51653 1.15642 1.88439 0.00 0.21 0.08
N 0.00520 -4.08001 -1.22297 -0.07 -0.09 -0.06
C -1.76787 0.16434 -0.07165 -0.09 -0.01 -0.03
C 2.27494 -2.05288 -0.91351 -0.12 0.29 -0.33
C -0.24603 -1.63388 -0.94585 0.07 0.02 -0.36
H 0.59800 -0.10097 -2.81739 0.00 0.05 -0.01
H 0.00236 -2.72172 -2.78473 -0.09 0.00 0.00
H 1.51199 1.05481 2.95846 0.01 -0.01 0.14
C -0.35490 5.66986 2.52804 0.09 -0.19 -0.02
H 0.09293 4.63169 0.69120 0.02 0.04 -0.14
H 2.19388 -2.88705 -1.60088 0.03 -0.14 -0.02
H -3.82911 2.31488 -1.66592 -0.06 0.06 -0.01
C -0.50789 -2.86442 -1.82911 -0.02 0.02 0.16
H 1.21879 -0.90953 1.52345 -0.02 -0.13 0.07
H -1.59080 -2.94759 -2.02786 0.09 -0.02 -0.06
O 0.14067 -6.81210 -0.46226 -0.09 -0.13 -0.01
H 0.08880 3.94338 3.73746 -0.04 0.02 0.12
H 0.71823 -5.44829 0.96860 -0.08 -0.02 0.01
C 1.55095 1.45397 -0.84846 -0.02 -0.30 -0.02
C 1.71694 2.56606 -0.03941 0.05 0.36 0.24
C 0.97034 -6.28946 -1.47298 0.05 0.14 -0.38
C -2.68012 1.18753 -0.25181 -0.03 0.02 0.08
```
Positions in Å, forces in eV/Å.

2.
Entry from the OMol25 dataset: the molecule Cl2H3NSi at a distorted geometry (the ωB97M-V functional and the def2-TZVPD basis).

The charge is 0. The calculated total energy is -1266.51755 Eh. The calculation puts the HOMO-LUMO gap at 0.379 Ha. Its structure (SMILES) is N[SiH](Cl)Cl.

XYZ file:
```
7
Properties=species:S:1:pos:R:3:forces:R:3
Cl 2.12239 -0.85323 1.79326 -0.12 -0.17 0.57
H 1.17221 -1.71386 -0.55099 -1.29 -0.21 0.41
Si 0.47575 -1.07326 0.62556 -0.58 -0.35 1.30
Cl -1.37753 -1.97813 2.02228 2.39 0.71 -1.84
H -0.39434 1.02753 0.96768 -0.87 1.80 2.49
H -0.76331 0.48677 -0.46403 -0.52 0.17 -0.79
N -0.07569 0.48083 0.25508 1.00 -1.95 -2.14
```
Positions in Å, forces in eV/Å.

3.
Entry from the OMol25 dataset: a cluster of 2 separate species, C4H8O2S in total at a distorted geometry (the ωB97M-V functional and the def2-TZVPD basis).

The charge is 0. The calculated total energy is -705.77910 Eh. The calculation puts the HOMO-LUMO gap (spin up / spin down) at 0.325 / 0.325 Ha.

XYZ file:
```
15
Properties=species:S:1:pos:R:3:forces:R:3
C 1.45333 1.15502 -0.67269 -0.72 -0.38 -0.55
H -0.81962 -1.52959 0.89803 -0.85 0.31 -0.23
C 2.16799 0.18208 0.21008 -0.31 2.57 2.89
S -1.98412 1.32929 -0.49950 1.21 -2.86 2.10
H -2.24867 -0.69590 -1.58306 0.14 0.16 1.00
C -1.85199 -1.27235 0.55969 -0.27 2.86 3.36
H 1.50418 -0.61790 0.46224 -0.09 -0.89 -0.35
H -2.44858 -2.10063 0.38632 -0.81 -1.94 -0.24
H 1.26222 2.16289 -0.34515 0.49 0.85 0.75
O -1.45034 1.74964 0.86331 -0.86 -0.12 -1.64
O 0.90045 0.86454 -1.69939 0.11 -0.65 -0.71
H 2.26279 0.75623 1.21726 0.12 -0.99 -1.47
H 3.16372 -0.07349 -0.07455 0.46 -0.49 -0.52
H -2.43759 -0.60789 1.39199 1.78 -1.89 -1.08
C -1.99722 -0.36474 -0.54290 -0.40 3.45 -3.30
```
Positions in Å, forces in eV/Å.

4.
Entry from the OMol25 dataset: the molecule C5H8NO2 at a distorted geometry (the ωB97M-V functional and the def2-TZVPD basis).

The expectation value of S² is 0.755. As for the multiplicity: 2. The charge is 0. The calculated total energy is -400.47124 Eh. The calculation puts the HOMO-LUMO gap (spin up / spin down) at 0.329 / 0.180 Ha.

XYZ file:
```
16
Properties=species:S:1:pos:R:3:forces:R:3
H 1.11642 -1.11470 2.99864 -0.11 -0.09 0.08
O -0.36888 -1.05480 -1.59315 -0.25 0.08 -0.17
H 1.26588 -1.11184 0.23035 0.02 -0.14 -0.11
H -1.54105 0.45398 0.28631 -0.10 -0.08 0.03
C -0.07374 -0.15804 1.58919 -0.40 -0.39 0.48
H 0.47822 1.78644 -0.31584 -0.38 0.38 -0.04
H -0.65266 -0.90900 3.50918 -0.08 0.10 -0.08
C 1.05367 -0.10642 0.57276 -0.44 0.15 0.19
N -1.25500 0.46964 1.24866 0.00 0.52 -0.59
H 1.92047 0.24426 1.11499 0.39 0.12 0.05
H 1.75824 0.96892 -1.13009 1.16 0.26 -0.42
H -2.00492 0.60763 1.90138 0.16 -0.34 0.19
C 0.84718 0.82225 -0.61323 -0.59 -0.76 0.07
C -0.03646 0.09838 -1.69181 0.35 -0.20 0.60
O -0.22216 0.91352 -2.67065 -0.18 0.25 -0.17
C 0.11663 -0.76993 2.76282 0.45 0.13 -0.09
```
Positions in Å, forces in eV/Å.

5.
Entry from the OMol25 dataset: the molecule C5H7NO at a distorted geometry (the ωB97M-V functional and the def2-TZVPD basis).

The charge is 0. The calculated total energy is -324.65351 Eh. The calculation puts the HOMO-LUMO gap at 0.330 Ha. Its structure (SMILES) is Cn1cccc1O.

XYZ file:
```
14
Properties=species:S:1:pos:R:3:forces:R:3
O -1.44925 -1.55173 0.61817 0.32 -0.10 -0.14
H -0.66811 -1.96508 0.14860 -1.48 -1.13 1.00
H 1.35666 0.39277 1.42706 0.05 -0.18 0.03
H -0.48784 2.28655 -1.65535 -0.08 0.02 -0.02
H 2.17809 -1.03070 0.71499 -0.05 0.07 0.04
N 0.33483 -0.51001 -0.17604 0.09 0.48 -0.24
H 0.75542 -1.25178 1.76472 0.10 0.06 -0.26
C 1.21403 -0.60995 1.00471 0.21 -0.05 0.05
H -2.51049 1.23422 -0.16420 0.16 -0.22 -0.06
C 0.63117 0.54987 -1.03729 0.14 0.51 0.15
C -1.50796 0.83593 -0.25200 0.01 -0.19 -0.12
C -0.42802 1.38632 -1.06518 0.09 0.21 -0.15
H 1.60139 0.57966 -1.51138 -0.08 0.27 0.09
C -1.01992 -0.34609 0.18318 0.52 0.26 -0.37
```
Positions in Å, forces in eV/Å.

6.
Entry from the OMol25 dataset: the ion C12H12NO4 with charge -1 at a distorted geometry (the ωB97M-V functional and the def2-TZVPD basis).

The charge is -1. The calculated total energy is -820.19464 Eh. The calculation puts the HOMO-LUMO gap at 0.225 Ha. Its structure (SMILES) is COc1cccc(O[C@@H]2C=C([O-])N(C)C2=O)c1.

XYZ file:
```
29
Properties=species:S:1:pos:R:3:forces:R:3
C -0.28378 1.87199 2.51144 -0.01 0.72 0.07
O 0.67953 -2.23682 0.64401 1.12 -1.45 0.20
H 0.70719 2.30236 2.58178 0.32 -0.17 -0.12
O 2.03613 0.15068 2.09513 -0.68 -0.50 0.17
O 1.72410 -6.90686 1.48526 -0.46 -1.20 0.52
C 1.34057 -4.59562 1.01646 0.36 0.06 0.29
C 0.89361 -0.29122 2.14336 0.96 0.89 0.02
H 1.28176 -8.83159 0.66905 0.06 0.31 0.27
H -0.85318 2.44900 1.77940 -0.01 -0.10 0.00
H -1.11087 -5.60654 -1.84676 0.38 0.20 0.61
C 1.17603 -8.25893 1.60819 0.16 0.90 -0.37
C -0.45231 -5.33337 -0.99993 -0.71 0.66 -0.87
C 0.05927 -6.32861 -0.19123 1.09 -0.06 1.20
H -0.57195 -3.14107 -1.34916 0.03 -1.05 0.23
H -0.23342 -7.35916 -0.27346 -0.05 -0.19 -0.31
C 0.63461 -3.55871 0.36636 -0.68 -0.92 -1.17
H 2.20312 -4.28831 1.65204 -0.95 -0.63 -0.17
C -0.17773 -4.00401 -0.76794 0.39 2.05 1.06
C 0.46494 -1.76241 2.21900 -0.44 0.56 -0.93
C -1.38985 -0.28939 2.33819 -0.59 -2.41 -0.09
C 1.01590 -5.96905 0.77406 -0.24 0.97 -0.42
H 0.10585 -8.26203 1.88556 0.43 0.26 -0.06
H 1.75198 -8.75605 2.39692 -0.07 0.27 -0.23
O -2.50956 0.22670 2.45614 0.66 -0.07 -0.11
H -0.77666 2.01108 3.48052 -0.03 -0.13 -0.11
C -0.94239 -1.66260 2.35579 -1.66 0.55 0.87
N -0.23286 0.48684 2.16222 0.62 0.57 0.14
H -1.65045 -2.47868 2.22211 0.27 0.14 0.35
H 1.11961 -2.32414 2.91589 -0.27 -0.23 -1.04
```
Positions in Å, forces in eV/Å.

7.
Entry from the OMol25 dataset: the molecule C6H13N at a distorted geometry (the ωB97M-V functional and the def2-TZVPD basis).

The charge is 0. The calculated total energy is -291.02740 Eh. The calculation puts the HOMO-LUMO gap at 0.335 Ha. Its structure (SMILES) is CCCC/C=C/N.

XYZ file:
```
20
Properties=species:S:1:pos:R:3:forces:R:3
H -1.20065 -3.85466 -1.34898 2.06 1.36 -0.47
C 1.14057 0.47689 0.75323 -3.51 -2.07 1.21
N -0.43846 -3.08366 -1.44740 -2.76 -2.22 -2.15
H -0.47860 -2.78786 -2.51406 0.21 -0.35 3.14
H -0.23556 -0.11076 -1.35008 0.00 -0.45 -1.42
H -1.44756 -2.26085 0.41393 1.69 -1.23 -1.28
C -0.51081 0.01404 0.73489 0.16 0.65 -1.54
H 2.15809 2.21967 0.41320 -0.87 0.59 0.56
H 1.62084 0.16921 1.72420 -0.66 -0.14 -0.92
C -0.76367 -0.76145 -0.68423 1.91 -0.16 4.30
C 0.12876 3.01821 0.23599 1.64 1.87 0.58
H 1.31351 2.06985 1.97046 -0.64 1.15 -1.11
H -0.93845 -0.47022 1.63485 0.77 -0.39 -0.49
C 1.13766 2.02476 0.85899 3.02 -0.43 0.06
H -1.11939 0.94641 0.70430 0.65 -0.35 -0.05
H 1.65149 -0.20054 0.00169 -0.52 1.67 0.16
H -0.32649 2.63755 -0.63434 -0.04 -0.48 -1.54
C -0.77795 -2.11973 -0.51269 -2.01 3.35 -0.22
H -0.76045 3.26270 0.81836 0.38 0.04 0.62
H 0.70504 4.04879 -0.01879 -1.48 -2.44 0.56
```
Positions in Å, forces in eV/Å.

8.
Entry from the OMol25 dataset: the molecule C5H5NS3 at a distorted geometry (the ωB97M-V functional and the def2-TZVPD basis).

The charge is 0. The calculated total energy is -1442.79333 Eh. The calculation puts the HOMO-LUMO gap (spin up / spin down) at 0.273 / 0.273 Ha. Its structure (SMILES) is C=C1SC(=S)N(C)C1=S.

XYZ file:
```
14
Properties=species:S:1:pos:R:3:forces:R:3
C -0.02057 -0.74526 -0.14342 0.94 0.17 0.01
C -0.21460 1.55853 0.44018 -1.94 1.46 0.33
H 2.30155 -0.51934 1.14321 -0.62 -0.59 -1.38
S 0.22615 2.99263 1.12497 -0.26 -0.68 -0.59
N 0.48254 0.41798 0.43848 2.72 -1.29 0.44
H 2.64903 0.95946 0.16735 -1.85 -0.63 1.32
S 0.91737 -2.08575 -0.39463 -1.16 0.52 0.10
C -2.12667 -1.27521 -1.34885 1.40 2.51 1.77
H 2.03175 0.73541 1.92159 -0.70 1.79 0.21
H -1.94968 -2.25691 -1.45040 1.56 -3.41 -0.12
C -1.37208 -0.43801 -0.61066 -1.36 -0.46 -1.25
H -2.96632 -1.05443 -1.88785 -2.26 1.44 -0.84
S -1.84026 1.25240 -0.29227 1.43 -0.36 0.31
C 1.88178 0.45850 0.89231 2.10 -0.46 -0.31
```
Positions in Å, forces in eV/Å.

Short version: energy above the lowest of the compared OMol25 structures with the same formula, charge and spin = 0.7; 101.3; 305.9; 65.2; 186.3; 35.2; 344.8; 37.5 kJ/mol, in the order given.